1.
14
Properties=species:S:1:pos:R:3:forces:R:3:lowdin_charge:R:1 method="wB97M-V/def2-TZVPD" mol_weight_g_mol=114.1 orbital_gap_ev=9.76 relative_energy_kcal_mol=203.85 largest_force_ev_per_a=11.54
C -0.411306 1.524147 0.206382 1.29 2.47 5.14 -0.10
C -1.432071 0.808155 -0.559832 -1.52 1.73 -1.60 -0.07
C -1.534820 -0.476353 -0.620288 -0.73 -0.78 -2.59 -0.20
C -0.854845 -1.409504 0.063794 5.28 -5.63 8.57 -0.13
H -0.708319 1.798006 1.380144 -0.22 -0.74 -2.96 0.17
H 0.053092 2.605767 -0.002815 -0.89 -2.95 -0.71 0.16
H -2.183599 1.138724 -1.251914 0.06 1.84 0.08 0.11
H -2.110620 -1.094286 -1.235370 -2.03 0.45 -1.83 0.11
H 0.066482 -2.280143 -0.209043 -3.16 2.78 -0.24 0.21
H -1.604020 -1.975140 0.875455 1.79 1.08 -2.34 0.19
N 1.593737 0.457964 -0.251934 2.10 -1.14 -2.49 -0.07
N 0.580649 0.434745 0.516145 -1.48 2.36 0.70 -0.23
O 2.163603 -0.569592 -0.645681 -0.86 0.64 1.43 -0.06
O -0.080536 -0.570478 1.152397 0.37 -2.12 -1.17 -0.09



2.
14
Properties=species:S:1:pos:R:3:forces:R:3:lowdin_charge:R:1 method="wB97M-V/def2-TZVPD" mol_weight_g_mol=114.1 orbital_gap_ev=8.26 relative_energy_kcal_mol=72.39 largest_force_ev_per_a=6.37
C 0.510331 0.138164 -0.755444 0.98 0.21 -1.19 -0.12
C -0.794584 -0.315619 -0.250499 -2.34 3.34 -0.65 -0.44
C 2.063319 0.563602 1.129065 1.91 1.46 -2.12 -0.55
C -0.766727 -1.643837 0.312537 2.27 -0.08 2.93 -0.07
N -1.798218 0.543803 -0.336607 1.68 -2.35 -0.13 0.13
N 0.510404 1.336570 -1.246138 -2.72 1.09 0.73 0.09
O 2.797595 0.916245 0.341813 3.16 0.37 -2.15 0.19
O 1.341807 0.485199 1.974341 -4.07 -1.57 4.64 0.24
H -0.483038 -1.465044 1.400656 -0.64 0.05 -0.76 0.11
H 0.063236 -2.334595 0.125731 -0.33 0.39 -1.14 0.09
H -1.686586 -2.083169 0.327363 -2.46 -1.51 -0.01 0.04
H -2.706260 0.124058 -0.119449 0.23 -0.03 0.33 0.05
H -0.316151 2.021417 -1.148455 1.04 -1.55 -0.27 0.14
H 1.264870 1.713211 -1.754912 1.27 0.18 -0.21 0.09



3.
16
Properties=species:S:1:pos:R:3:forces:R:3:lowdin_charge:R:1 method="wB97M-V/def2-TZVPD" mol_weight_g_mol=178.2 orbital_gap_ev="7.17 / 5.18" s_squared=2.03 multiplicity=3 relative_energy_kcal_mol=0.00 largest_force_ev_per_a=1.67
C 0.243881 0.357111 0.888011 0.17 -0.90 -0.50 -0.29
C -2.637587 0.554723 -0.005870 1.56 0.06 0.61 -0.65
C 0.438347 -0.265229 -0.323886 -0.69 -0.11 0.49 -0.26
C -1.823652 1.502939 0.666102 -0.95 -0.24 -0.27 -0.28
N -0.644939 1.335941 1.156207 0.33 0.83 0.58 0.02
N 1.397596 -1.177413 -0.560260 0.15 -0.38 -0.14 0.10
O 1.964358 1.879973 -1.408495 -0.02 0.22 0.04 -0.44
O 3.161114 0.683718 0.332200 0.14 0.26 0.20 -0.46
S -4.173551 0.882984 -0.480790 -1.34 0.15 -0.54 0.79
S 2.190511 1.707197 0.005952 0.64 0.18 -0.35 0.85
H 0.890049 0.116843 1.723194 0.13 -0.17 0.00 0.11
H -2.265759 -0.458443 -0.121879 -0.01 -0.09 -0.05 0.06
H -0.174311 0.014620 -1.171402 0.07 0.07 -0.02 0.13
H -2.284461 2.455745 0.901520 -0.08 0.10 -0.05 0.10
H 1.695023 -1.307726 -1.515129 -0.02 0.07 0.09 0.11
H 2.141868 -1.255768 0.120795 -0.07 -0.04 -0.08 0.09



4.
15
Properties=species:S:1:pos:R:3:forces:R:3:lowdin_charge:R:1 method="wB97M-V/def2-TZVPD" mol_weight_g_mol=130.1 orbital_gap_ev=10.21 relative_energy_kcal_mol=47.50 largest_force_ev_per_a=1.67
C -0.912850 1.806285 -0.215345 0.03 0.02 -0.26 0.00
C 0.781668 -0.188221 -0.305391 -0.16 0.18 1.19 -0.67
C -1.269711 -1.578933 0.965267 -1.12 0.08 -0.16 -0.30
C -0.583031 0.360088 -0.098290 1.49 -0.17 -0.74 -0.30
N 0.960289 -1.454418 0.379998 0.06 0.18 -0.57 0.15
O 1.888974 0.660898 -0.213074 -0.05 -0.17 -0.24 0.06
N -1.493820 -0.435229 0.533718 -0.10 -0.25 -0.09 0.19
O 0.127245 -0.258396 -1.486729 -0.89 0.25 0.55 0.06
O -1.553473 -2.612832 1.408724 0.62 -0.06 0.07 0.18
H 2.215559 0.801235 -1.112889 -0.07 -0.02 0.11 0.11
H 1.650420 -1.397408 1.113960 0.17 0.01 -0.01 0.11
H 1.188077 -2.191424 -0.280403 0.03 0.06 0.12 0.12
H -1.872866 1.932280 -0.723354 0.14 0.02 0.06 0.09
H -0.999873 2.225026 0.792663 0.02 -0.08 -0.13 0.10
H -0.126607 2.331047 -0.758855 -0.15 -0.05 0.09 0.09



5.
15
Properties=species:S:1:pos:R:3:forces:R:3:lowdin_charge:R:1 method="wB97M-V/def2-TZVPD" mol_weight_g_mol=130.1 orbital_gap_ev="9.63 / 7.27" s_squared=2.01 multiplicity=3 relative_energy_kcal_mol=45.43 largest_force_ev_per_a=2.48
C 1.173671 1.048670 -0.912271 0.90 -0.62 0.73 -0.03
C 0.059065 0.294481 -0.917810 0.94 1.72 -1.39 -0.17
C 2.255201 1.024203 0.177688 -1.15 -0.70 0.05 -0.30
C -1.592054 -0.875595 0.401794 1.98 -0.47 -1.16 -0.44
N -2.166614 -2.108641 0.158285 1.98 -1.02 -1.10 0.14
N -1.925581 0.079922 1.123553 -0.97 1.11 1.39 0.02
O -1.227660 1.118719 1.349002 -0.72 -0.22 -0.15 0.02
O 1.879711 0.323510 1.288718 0.36 -0.17 -0.16 0.03
O -0.345384 -0.754375 -0.186144 0.86 -1.74 0.64 0.02
H 1.433580 1.805967 -1.704032 -0.94 -1.12 0.63 0.13
H -0.520190 0.467021 -1.781274 -1.22 0.16 -0.85 0.11
H 2.159599 2.037942 0.537872 0.49 1.01 0.40 0.13
H 3.294087 0.829120 -0.145624 -0.37 0.07 -0.14 0.12
H -1.481030 -2.911905 -0.003945 -1.34 1.98 0.39 0.15
H -2.996400 -2.379040 0.614189 -0.77 0.02 0.72 0.08



6.
16
Properties=species:S:1:pos:R:3:forces:R:3:lowdin_charge:R:1 method="wB97M-V/def2-TZVPD" mol_weight_g_mol=162.2 orbital_gap_ev=9.98 relative_energy_kcal_mol=26.03 largest_force_ev_per_a=4.94
C -1.245907 1.849321 0.408939 1.85 0.67 -1.70 -0.07
C -0.219430 2.496857 -0.264038 -0.71 -1.27 1.29 0.00
C 0.229270 0.427635 -0.115983 -1.97 -3.50 -0.02 -0.49
C 0.891984 -0.832139 -0.455013 3.42 -3.13 1.71 -0.32
N -0.969987 0.528603 0.391025 0.69 -0.99 1.32 0.10
N 1.569190 -1.678841 0.818992 -2.73 1.94 -1.46 0.02
O -1.242646 -2.119144 0.236235 0.06 -0.62 0.51 -0.35
O -1.106298 -1.114940 -2.016279 0.18 -0.66 -0.69 -0.48
O 0.703876 1.485911 -0.593459 0.85 4.78 -0.55 0.11
S -0.364677 -2.021039 -1.131978 -0.91 1.97 1.11 0.93
H -2.161676 2.136571 0.839405 -0.69 0.90 0.26 0.10
H 0.132000 3.500832 -0.285771 0.04 0.37 -0.49 0.11
H 1.806151 -0.741516 -1.165485 -1.97 0.12 0.96 0.16
H 0.992678 -1.409107 1.653108 0.64 -0.45 -0.98 0.07
H 2.457096 -1.241123 0.955904 0.71 0.33 0.14 0.03
H -1.471624 -1.267880 0.724396 0.54 -0.46 -1.41 0.07



7.
16
Properties=species:S:1:pos:R:3:forces:R:3:lowdin_charge:R:1 method="wB97M-V/def2-TZVPD" mol_weight_g_mol=162.2 orbital_gap_ev=9.80 relative_energy_kcal_mol=17.24 largest_force_ev_per_a=4.79
C 1.465151 -0.883932 -1.810701 1.45 -3.06 3.39 -0.09
C 0.541875 0.187936 -3.321447 -1.96 3.10 -2.37 -0.21
C 0.743079 0.126659 -1.237969 0.84 0.57 -0.65 -0.36
C 0.539003 0.671459 0.136523 -2.24 -0.86 -0.71 -0.16
N 0.163289 0.868171 -2.258327 0.96 -1.80 -1.56 0.14
N -0.355681 -0.106823 2.537770 -0.86 -1.08 1.59 -0.13
O -1.186582 -1.250338 0.399761 -1.08 -0.37 -0.07 -0.29
O 1.063153 -1.707279 1.261636 1.31 -0.59 0.03 -0.30
O 1.275516 -0.892180 -3.118882 -0.03 0.73 -1.23 0.05
S -0.014115 -0.809706 1.060979 -1.09 2.26 0.22 0.52
H 2.083984 -1.825743 -1.454171 -1.55 2.50 -0.39 0.18
H 0.340313 0.571511 -4.394937 0.39 -1.22 2.02 0.16
H -0.344702 1.437113 0.016721 1.83 -1.54 0.73 0.15
H 1.429928 1.066677 0.555352 0.63 0.51 0.59 0.09
H -1.291279 -0.373634 3.090348 3.02 0.44 -1.91 0.15
H 0.547474 -0.332636 3.023639 -1.62 0.42 0.33 0.07



8.
16
Properties=species:S:1:pos:R:3:forces:R:3:lowdin_charge:R:1 method="wB97M-V/def2-TZVPD" mol_weight_g_mol=146.1 total_charge=-2 orbital_gap_ev=6.48 relative_energy_kcal_mol=50.15 largest_force_ev_per_a=5.24
C 0.078959 -2.619436 -2.181534 -1.09 -1.23 0.52 -0.73
C 0.863028 1.816675 0.065794 1.63 0.06 0.79 -0.10
C -0.339747 1.485014 0.470538 -2.29 1.24 -1.27 -0.10
C 0.845440 -2.137461 -0.891185 -1.26 -0.89 0.47 -0.15
N 1.015962 -2.946645 0.365196 -3.21 -1.81 -3.73 0.03
N 1.873311 -2.444809 1.083388 0.50 0.54 0.19 -0.66
O -0.997651 -2.029068 -2.504881 0.69 0.12 0.42 -0.16
O 2.399757 -1.351824 0.807159 1.49 2.19 0.07 -0.15
O 0.614777 -3.557192 -2.826787 0.17 0.26 0.06 -0.14
O 2.206586 -3.056840 2.101960 1.00 -1.03 2.63 -0.17
H 1.667133 1.089854 -0.032895 -0.23 -0.15 -0.17 0.04
H 0.320504 -1.244735 -0.547107 0.75 0.62 -0.53 0.07
H 1.174631 2.866944 0.047053 -0.24 -0.23 -0.25 0.03
H -1.082392 2.353451 0.449145 0.70 -1.35 0.58 0.05
H -0.755479 0.471291 0.440621 0.43 0.36 0.36 0.05
H 1.828124 -2.120412 -1.304129 0.95 1.30 -0.13 0.08



9.
14
Properties=species:S:1:pos:R:3:forces:R:3:lowdin_charge:R:1 method="wB97M-V/def2-TZVPD" mol_weight_g_mol=130.2 orbital_gap_ev=9.98 relative_energy_kcal_mol=66.22 largest_force_ev_per_a=2.30
C 1.121656 -0.300651 -0.719615 -0.45 0.49 -0.20 -0.25
C 1.032183 0.963795 -1.570254 1.58 -1.11 -1.25 -0.02
C 0.154904 -0.223829 -1.869379 0.93 -0.82 -0.98 -0.24
C -1.102152 -0.179920 0.024038 0.99 -0.12 -0.16 -0.52
H 0.661214 1.350133 1.975229 0.02 -0.11 -0.02 -0.13
H 2.010778 -0.920651 -0.667376 -0.18 0.14 -0.12 0.14
H 1.895957 1.167851 -2.254990 -0.98 -0.44 0.59 0.12
H 0.606466 1.850595 -1.210359 -0.70 0.97 0.78 0.09
H 0.233025 -0.825989 -2.805299 0.03 0.69 0.96 0.17
H -2.912747 0.102269 0.214862 -0.20 0.01 0.08 0.06
N 0.248199 -0.340262 0.419202 -0.58 0.04 0.27 -0.44
N -2.079913 0.005663 0.784945 0.03 0.02 -0.09 0.15
O -1.144489 -0.242700 -1.353085 -0.36 0.21 0.53 0.04
S 0.765229 0.000201 1.997178 -0.14 0.03 -0.36 0.81



no.,calculated total energy (Ha)
1,-415.71577
2,-415.92526
3,-1212.25459
4,-491.22521
5,-491.00766
6,-889.36478
7,-889.37879
8,-566.31936
9,-738.89914